# 1
C24H35N6S3Sc | ωB97M-V/def2-TZVPD

Atoms and positions in Å:
Sc 0.185120 0.075027 0.506906
C -0.033021 -1.240260 2.561594
C 1.355950 -1.038072 2.359290
C 1.615248 0.350782 2.444041
C 0.388239 1.010187 2.683170
C -0.624263 0.023207 2.774850
C -2.015418 0.221438 3.302483
C 0.216465 2.478511 2.981918
C 2.973391 0.977013 2.590249
C 2.417344 -2.105110 2.371295
C -0.752272 -2.548823 2.689991
H -2.733792 -0.466522 2.851948
H -2.382794 1.235750 3.160641
H -2.021424 0.034167 4.378868
H -0.102514 3.086357 2.130895
H 1.150181 2.907992 3.344063
H -0.526723 2.624571 3.766248
H 3.048645 1.969208 2.147161
H 3.761497 0.366004 2.155249
H 3.193498 1.095324 3.653746
H 3.292932 -1.837395 1.773428
H 2.051038 -3.075739 2.034791
H 2.778226 -2.251604 3.390543
H -1.572301 -2.658359 1.975352
H -1.190139 -2.633033 3.685795
H -0.084256 -3.397296 2.550922
C 2.046669 0.563261 -3.412115
C 3.014929 0.221895 -2.284327
S 2.655092 0.780813 -0.606660
C 2.634528 2.579361 -0.711296
C 1.421567 3.249732 -1.357795
S -0.155197 2.602794 -0.766135
C -1.144570 2.456326 -2.270121
C -0.508057 1.745358 -3.462612
S 0.307562 0.174293 -3.099653
H 2.361332 0.004851 -4.293252
H 2.120758 1.615520 -3.674337
H 4.006905 0.607638 -2.526401
H 3.117305 -0.858407 -2.178510
H 3.546685 2.883440 -1.227913
H 2.743960 2.919322 0.318394
H 1.444427 3.145415 -2.436222
H 1.456947 4.316048 -1.136952
H -1.458979 3.459783 -2.560097
H -2.044137 1.933822 -1.943606
H 0.202313 2.393371 -3.973190
H -1.298895 1.553123 -4.187891
N 1.761191 -2.717540 -0.710328
C 0.491154 -2.652327 -1.156831
N 0.145988 -3.474822 -2.126513
C -1.120464 -3.376029 -2.539689
N -1.523816 -4.168357 -3.519302
N -2.044524 -2.514328 -2.024753
C -1.592849 -1.735765 -1.089833
N -0.330845 -1.720137 -0.591985
C -2.553435 -0.732990 -0.532372
C -3.911229 -0.886856 -0.709356
C -4.753984 0.106898 -0.229875
C -4.204952 1.213169 0.397643
C -2.834305 1.270758 0.566973
N -2.016897 0.309917 0.122079
H 2.303370 -3.497118 -1.051837
H 1.980200 -2.390912 0.218379
H -0.883306 -4.832893 -3.921139
H -2.479125 -4.135703 -3.832730
H -4.279661 -1.758432 -1.229979
H -5.825629 0.017925 -0.353038
H -4.822327 2.019409 0.769295
H -2.364535 2.105081 1.070472

Forces on atoms 1 to 6 (eV/Å):
0.491 0.708 -0.525
0.066 -0.194 -0.059
0.109 -0.301 0.038
0.295 0.293 0.230
-0.088 0.460 0.287
-0.358 0.120 0.223

HOMO energy = -13.9 eV
net charge = +2
frontier orbital gap = 7.750 eV
energy relative to the best compared isomer or geometry (same formula, charge and spin) = 6.66 kcal per mole
multiplicity = 1

Atomic partial charges in e from the natural (NBO) method, atoms 1 to 5: 1.597, -0.121, -0.163, -0.138, -0.196



# 2
C24H36AsCaF9NO20 | ωB97M-V/def2-TZVPD

Atoms and positions in Å:
Ca -1.162427 -0.364792 0.551039
As -3.850437 -2.496512 -1.636132
F -2.513838 -3.657848 -1.827400
F -3.893009 -3.131301 0.091665
F -5.116662 -1.307367 -1.148583
F -3.702788 -1.849439 -3.317768
F -5.000400 -3.811916 -2.123095
F -2.579153 -1.235046 -1.116835
C -0.569201 -3.378055 2.461792
O -1.501874 -4.396629 2.712354
O -1.441433 -2.502730 1.840754
C 0.471368 -2.935788 3.571051
F -0.065816 -2.164047 4.502084
F 1.094595 -3.929110 4.225683
F 1.415935 -2.162899 2.966864
C -1.005453 -5.811083 2.899587
C -2.143038 -6.722014 3.184970
H -2.658166 -6.763357 2.225273
H -1.902360 -7.764825 3.391619
H -2.783500 -6.446627 4.022874
H -0.351088 -5.855587 3.770178
H -0.517230 -6.035218 1.951158
H 0.088398 -3.808720 1.706666
N -4.545353 -0.364947 2.043483
O -4.903243 -1.447661 2.502274
O -5.238771 0.612370 2.206008
O -3.453759 -0.232843 1.392482
C 1.254123 3.627451 5.719743
C 1.362387 2.159320 5.124193
C 0.624110 1.154757 5.908617
O -0.201658 0.469701 5.047931
C -0.070456 1.002966 3.833416
O -0.527187 0.554831 2.833367
O 0.672161 2.067189 3.839769
H 2.152705 3.668461 6.335352
H 0.312475 3.659254 6.267809
H 1.453729 4.451559 5.034836
H 2.375622 1.899812 4.817438
H -0.060529 1.658093 6.591275
H 1.331556 0.640708 6.559292
C -0.565488 2.818247 -5.463034
C -0.556856 1.390109 -4.968049
C 0.787690 0.724017 -4.815982
O 0.931213 0.586730 -3.481923
C -0.292424 0.757486 -2.832070
O -0.555653 0.544923 -1.657298
O -1.169267 1.227899 -3.730379
H 0.242585 3.308058 -4.919706
H -1.491046 3.386413 -5.370068
H -0.323355 2.844035 -6.525486
H -1.035420 0.801329 -5.750617
H 1.476517 1.388255 -5.337912
H 0.700437 -0.260441 -5.275687
C -3.025340 4.385940 -3.013561
C -2.345742 4.634984 -1.610830
C -3.389420 4.744450 -0.530360
O -3.115069 3.687932 0.310812
C -2.014041 3.068704 -0.083596
O -1.568499 2.041135 0.379415
O -1.503330 3.582520 -1.117342
H -2.315855 4.616167 -3.808373
H -3.911564 5.003112 -3.161211
H -3.257655 3.323137 -3.081335
H -1.690841 5.503514 -1.680559
H -4.407084 4.781485 -0.919054
H -3.185228 5.617288 0.089775
C 3.717306 2.855374 -2.173221
C 3.508315 1.570193 -1.267917
C 4.185055 1.323532 0.119421
O 3.110963 0.766970 0.851218
C 1.951130 1.048887 0.321547
O 0.927569 0.719689 0.818739
O 2.157942 1.627035 -0.867367
H 3.225492 2.651075 -3.124265
H 4.730103 3.219895 -2.344888
H 3.144401 3.640185 -1.679295
H 3.782525 0.632863 -1.751980
H 4.551493 2.261913 0.535677
H 5.012453 0.628000 -0.021156
C 4.361055 -1.853445 -2.329688
C 3.282246 -2.886823 -2.337740
C 3.144745 -3.704040 -1.046273
O 2.003345 -3.279396 -0.397327
C 1.363962 -2.337208 -1.169311
O 0.256331 -1.852294 -0.911860
O 2.109988 -2.067319 -2.303191
H 4.151964 -1.078945 -3.067609
H 5.341292 -2.323990 -2.405999
H 4.362221 -1.416106 -1.331272
H 3.406744 -3.422368 -3.278908
H 3.938850 -3.498791 -0.328387
H 3.002912 -4.782422 -1.117598

Forces on atoms 1 to 6 (eV/Å):
-2.143 -1.693 1.498
-0.106 -0.988 3.467
-0.669 1.068 -0.794
-0.191 1.100 -2.718
1.322 -1.392 -1.353
-0.255 -0.742 1.703

HOMO energy = -3.5 eV
net charge = -1
frontier orbital gap = 4.819 eV
energy relative to the best compared isomer or geometry (same formula, charge and spin) = 112.80 kcal per mole
multiplicity = 1

Atomic partial charges in e from the Mulliken method, atoms 1 to 5: 2.749, 1.898, -0.491, -0.481, -0.500



# 3
C24H36AuP2Si | ωB97M-V/def2-TZVPD

Atoms and positions in Å:
C -1.751458 0.104796 0.700440
C -1.325894 -0.948052 -0.160263
C -0.703134 -1.990041 0.665157
H -1.633482 -1.108162 -1.197219
C -0.872893 -1.555232 2.045778
C -1.490315 -0.286863 2.044055
H -1.745849 0.265088 2.946570
H -2.257473 1.012282 0.386087
H -0.494488 -3.007633 0.342082
H -0.636354 -2.153291 2.935652
Au 1.130536 -0.780913 0.037229
C 1.194647 -0.711154 -3.630704
H 1.257692 -1.413938 -2.807220
H 2.023647 -0.001825 -3.556924
H 1.317638 -1.280444 -4.563350
Si -0.555584 0.132609 -3.798354
C -1.178554 1.707560 -4.593373
C -2.293983 2.420592 -4.078305
H -3.015160 1.903426 -3.433413
C -2.452760 3.792186 -4.329127
H -3.289640 4.341405 -3.879897
C -1.551488 4.443634 -5.193671
H -1.645110 5.528197 -5.363682
C -0.600532 3.688730 -5.899490
H -0.044802 4.143631 -6.721883
C -0.382204 2.349627 -5.556409
H 0.436779 1.778674 -6.002132
C -1.667086 -1.342187 -3.815064
C -2.987286 -1.153796 -4.234517
H -3.229927 -0.289607 -4.851469
C -3.993707 -2.026045 -3.802519
H -5.030722 -1.783187 -4.006949
C -3.658920 -3.167266 -3.049708
H -4.445734 -3.802882 -2.631839
C -2.319515 -3.439892 -2.752640
H -2.041268 -4.300974 -2.142731
C -1.319233 -2.543974 -3.161225
H -0.285554 -2.747134 -2.898166
H -0.616893 0.394436 -2.157522
H -1.323512 0.804161 -2.459695
C 4.094676 -1.523500 1.647640
P 2.578815 -0.587262 1.892354
C 1.871200 -1.032422 3.501966
C 3.066492 1.168518 2.125928
C 2.782387 2.076252 0.918609
P 2.248765 1.166830 -0.573191
C 1.197048 2.371496 -1.422441
C 3.808422 0.886217 -1.463111
H 3.919390 -2.530988 2.047196
H 4.902024 -1.027681 2.197547
H 4.344710 -1.594886 0.584358
H 2.688605 -1.049445 4.244362
H 1.114426 -0.283757 3.793748
H 1.399279 -2.023812 3.438530
H 2.522684 1.530892 3.010581
H 4.136016 1.162126 2.366831
H 1.981130 2.798602 1.145731
H 3.663646 2.683331 0.645417
H 1.574740 3.387701 -1.222462
H 1.154562 2.208393 -2.506716
H 0.178968 2.304607 -1.020013
H 4.512489 0.279673 -0.877087
H 3.659717 0.376285 -2.418341
H 4.275586 1.863027 -1.647598

Forces on atoms 1 to 6 (eV/Å):
0.132 -0.465 0.846
0.965 -1.156 0.021
-0.229 0.912 -0.612
0.154 0.160 0.519
-0.550 0.466 -0.013
0.264 -0.519 -0.195

<S²> = 2.0273
HOMO energy (spin up / spin down) = -6.7 / -10.7 eV
net charge = +1
frontier orbital gap (spin up / spin down) = 3.997 / 6.252 eV
energy relative to the best compared isomer or geometry (same formula, charge and spin) = 38.52 kcal per mole
multiplicity = 3

Atomic partial charges in e from the natural (NBO) method, atoms 1 to 5: -0.195, -0.384, -0.475, 0.268, -0.180